Below is a molecular structure, C3H4INS in a non-equilibrium geometry, with properties calculated with ωB97M-V with the def2-TZVPD basis set.

Results
Charge ... 0
Spin multiplicity ... 1

Last column: natural (NBO) charge in e.
Geometry (Å):
C (0.0092, -1.0567, -0.5592)  -0.10
C (0.9635, -0.3174, -1.0816)  -0.37
C (-0.0283, 0.7826, 0.9391)  -0.38
N (-0.6413, -0.4484, 0.5333)  -0.53
S (1.2644, 1.2304, -0.2566)  0.23
I (-2.6440, -0.0387, 0.0745)  0.23
H (-0.4322, -1.9852, -0.7243)  0.23
H (1.7210, -0.6753, -1.8712)  0.25
H (-0.6938, 1.6596, 0.9923)  0.23
H (0.4815, 0.8491, 1.9536)  0.21

=====

Below is a single CH3N5O molecule in a non-equilibrium geometry, with properties calculated with ωB97M-V with the def2-TZVPD basis set.

Results
Charge ... 0
Spin multiplicity ... 1

Last column: natural (NBO) charge in e.
Geometry (Å):
H (-0.3045, 2.5620, 0.1470)  0.37
N (-0.9260, 1.7382, -0.0474)  -0.65
C (-0.1430, 0.7808, -0.1591)  0.44
N (1.2702, 0.8315, 0.1240)  -0.24
N (1.6795, -0.3571, 0.1939)  0.20
O (0.6815, -1.2626, -0.1234)  -0.20
N (-0.5104, -0.5562, -0.4416)  -0.04
N (-1.5345, -1.0195, 0.3658)  -0.63
H (-1.9498, -0.1947, 0.7939)  0.38
H (-2.1912, -1.4094, -0.3613)  0.37

=====

Below is a single C5H7N3O2 molecule in a non-equilibrium geometry, with properties calculated with ωB97M-V with the def2-TZVPD basis set.

Results
Charge ... 0
Spin multiplicity ... 1

Last column: natural (NBO) charge in e.
Geometry (Å):
H (2.9630, -1.9519, -0.7699)  0.35
N (2.6597, -1.1947, -0.1863)  -0.59
C (1.8368, -0.4212, -0.7523)  0.12
C (0.9682, 0.6128, 0.0523)  0.40
O (1.2054, 0.5376, 1.3939)  -0.74
O (1.1464, 1.8875, -0.3300)  -0.67
C (-0.5266, 0.3558, 0.0247)  0.30
N (-1.3977, 1.0312, -0.6416)  -0.45
C (-2.5731, 0.2438, -0.5882)  -0.10
C (-2.3311, -0.8142, 0.2580)  -0.08
N (-0.9772, -0.8693, 0.4654)  -0.55
H (1.3877, -0.5927, -1.7785)  0.16
H (1.9864, 0.9630, 1.7025)  0.49
H (0.4649, 2.3209, 0.2112)  0.48
H (-3.4921, 0.6082, -0.9114)  0.21
H (-2.9100, -1.6256, 0.5780)  0.21
H (-0.4105, -1.0915, 1.2724)  0.44

=====

Below is 13 unconnected molecules or ions with the total composition C30H66O13 in a non-equilibrium geometry, with properties calculated with ωB97M-V with the def2-TZVPD basis set.

Results
Charge ... 0
Spin multiplicity ... 1

Last column: Löwdin charge in e.
Geometry (Å):
C (4.1118, 0.3100, 3.5761)  -0.02
C (3.5028, -0.9725, 4.1498)  -0.50
O (4.0544, -2.0118, 4.0030)  0.06
C (2.1727, -0.9062, 4.8948)  -0.02
H (5.1550, 0.2280, 3.2599)  0.08
H (3.9346, 1.0359, 4.3282)  0.04
H (3.5459, 0.6900, 2.6272)  0.10
H (2.0098, -1.9401, 5.2383)  0.08
H (1.3258, -0.5164, 4.2708)  0.07
H (2.2854, -0.2343, 5.7424)  0.07
C (-5.9105, -1.2434, 0.8280)  -0.02
C (-5.8696, -1.3335, -0.6848)  -0.52
O (-5.2706, -2.2116, -1.1842)  0.08
C (-6.4518, -0.1903, -1.5079)  -0.01
H (-5.8154, -2.2612, 1.3001)  0.10
H (-6.7660, -0.6343, 1.2366)  0.09
H (-5.0000, -0.7031, 1.0658)  0.07
H (-6.5988, -0.3913, -2.6009)  0.10
H (-5.8446, 0.7450, -1.5381)  0.09
H (-7.3311, 0.1672, -1.0400)  0.05
C (0.4638, 3.6654, -1.3715)  -0.01
C (-0.1227, 4.7058, -0.4513)  -0.56
O (0.2349, 4.8189, 0.6964)  0.05
C (-1.0939, 5.5619, -1.0946)  -0.03
H (-0.3969, 2.9363, -1.4504)  0.10
H (1.3270, 3.0452, -0.8922)  0.10
H (0.7235, 4.1766, -2.2602)  0.07
H (-0.5043, 6.3188, -1.7338)  0.13
H (-1.5208, 6.1029, -0.2613)  0.09
H (-1.8897, 5.0758, -1.6356)  0.08
C (3.6860, 1.2338, -0.5407)  -0.03
C (4.1665, 0.7875, -1.8643)  -0.48
O (3.3167, 0.6582, -2.7695)  0.01
C (5.6325, 0.6398, -2.0283)  -0.02
H (4.4014, 1.0103, 0.3119)  0.10
H (2.7012, 0.9681, -0.2903)  0.05
H (3.7227, 2.3196, -0.6033)  0.10
H (6.2378, 0.7373, -1.1167)  0.09
H (6.0219, 1.1230, -2.9628)  0.11
H (5.8399, -0.3903, -2.2096)  0.07
C (2.8795, -3.4851, 0.4444)  0.01
C (4.0357, -2.5990, -0.0545)  -0.43
O (3.9859, -1.7489, -0.9428)  0.04
C (5.3075, -2.7597, 0.6799)  -0.01
H (2.6602, -4.2925, -0.2370)  0.08
H (1.9534, -2.8743, 0.3848)  0.07
H (3.0664, -3.8325, 1.4271)  0.06
H (5.1551, -2.9154, 1.7042)  0.05
H (5.9680, -1.9330, 0.3917)  0.09
H (5.8228, -3.6416, 0.3002)  0.10
C (-4.5735, -3.4080, -4.8500)  -0.01
C (-3.4975, -2.5470, -4.2115)  -0.44
O (-3.3825, -1.3481, -4.3964)  0.03
C (-2.5553, -3.1887, -3.1860)  -0.02
H (-4.5947, -3.2684, -5.9159)  0.08
H (-5.5161, -3.1571, -4.3829)  0.08
H (-4.4162, -4.4776, -4.6528)  0.08
H (-3.1508, -3.6964, -2.4061)  0.09
H (-1.9934, -2.4300, -2.7075)  0.05
H (-1.8157, -3.9227, -3.5496)  0.08
C (0.3281, -1.7229, -6.2112)  0.00
C (0.9997, -2.4290, -4.9325)  -0.45
O (0.4499, -3.1623, -4.1594)  0.06
C (2.5045, -2.2182, -4.7220)  -0.03
H (0.0289, -2.5039, -6.9238)  0.08
H (0.9881, -0.9081, -6.6814)  0.10
H (-0.5585, -1.2278, -5.9038)  0.04
H (2.7542, -1.2052, -4.5601)  0.04
H (3.0769, -2.4366, -5.6136)  0.07
H (2.9596, -2.8397, -3.8810)  0.11
C (-3.1368, -2.0799, 4.5835)  -0.01
C (-2.8732, -0.5797, 4.4692)  -0.50
O (-3.3024, 0.0594, 3.5443)  0.05
C (-2.0619, 0.1355, 5.5034)  -0.02
H (-2.2143, -2.6272, 4.6340)  0.07
H (-3.6719, -2.3742, 3.6729)  0.07
H (-3.7288, -2.4106, 5.4783)  0.10
H (-2.5392, 1.0610, 5.6605)  0.06
H (-1.0763, 0.4111, 5.1310)  0.07
H (-1.9274, -0.4359, 6.4876)  0.11
C (-0.6977, 1.0427, 1.6938)  0.01
C (0.0856, -0.1527, 1.1467)  -0.47
O (1.2289, -0.3458, 1.4565)  0.05
C (-0.5856, -0.9522, 0.0380)  0.00
H (-1.8056, 0.9072, 1.7371)  0.08
H (-0.4540, 1.9524, 1.1212)  0.08
H (-0.2774, 1.3054, 2.6751)  0.06
H (-1.5665, -1.2366, 0.3798)  0.07
H (0.0373, -1.7839, -0.3328)  0.08
H (-0.7445, -0.2678, -0.8596)  0.08
C (-0.0001, 3.8497, 4.1857)  -0.02
C (1.3261, 3.1212, 4.0983)  -0.50
O (1.5813, 2.1134, 4.7045)  0.05
C (2.3607, 3.7839, 3.2325)  -0.01
H (0.1743, 4.9193, 4.4747)  0.10
H (-0.6551, 3.3128, 4.7957)  0.05
H (-0.4939, 4.0855, 3.1965)  0.09
H (1.9922, 4.0391, 2.2303)  0.07
H (3.2672, 3.1931, 3.1454)  0.07
H (2.5789, 4.7644, 3.6481)  0.09
O (-2.3510, 0.5829, -2.4129)  -0.10
H (-1.4282, 0.8915, -2.6246)  0.03
H (-2.8086, 0.1794, -3.1819)  0.03
O (-3.6437, 2.7300, -0.8342)  -0.06
H (-3.2233, 2.1335, -1.4912)  0.00
H (-3.5118, 2.2937, -0.0135)  0.00
O (0.6238, 0.6172, -2.9141)  -0.06
H (0.9987, 0.0831, -3.6510)  0.04
H (1.4668, 0.7363, -2.4960)  -0.02

=====

Summary of ΔE to the lowest compared entry with this formula, charge and spin in kJ/mol
120.7; 251.6; 197.8; 51.0
(order as listed above)
Summary of orbital gap in eV
7.401; 9.708; 9.898; 9.807
(order as listed above)
Summary of highest occupied orbital energy in eV
-7.872; -9.975; -9.149; -9.174
(order as listed above)